# C48H93F6N15O2P

A cluster of 9 separate species, C48H93F6N15O2P in total (ωB97M-V/def2-TZVPD, OMol25).

Each atom is followed by the atoms it is bonded to, with distances in Å.
Geometry (Å):
1 N -0.14725 -1.74062 -5.56146  C31 1.392, C46 1.506, C129 1.398
2 F 0.21728 -0.25088 0.09562  P164 1.638
3 C -5.37883 2.86429 3.73642  N85 1.474, H92 1.090, H152 1.090, H156 1.090
4 H -1.91384 -0.65280 4.59346  C133 1.090
5 H 2.51977 3.10886 -3.50971  C20 1.080
6 N 4.52870 2.43408 -3.18314  C20 1.345, C41 1.400, C89 1.398
7 H -1.16315 -4.43941 1.74969  C65 1.090
8 H -4.20907 -0.11660 -2.22603  C22 1.090
9 H 4.58646 8.84446 4.50872  C134 1.090
10 H -4.00780 2.04311 1.24222  C107 1.080
11 H 5.20024 5.29640 5.23173  C13 1.090
12 H 0.03440 -3.39175 3.91084  C39 1.090
13 C 5.84836 5.85132 4.55341  H11 1.090, C42 1.520, H55 1.090, O71 1.428
14 H 4.41324 -0.12912 4.61341  C29 1.080
15 N -2.18029 3.14980 1.87442  C82 1.428, C107 1.425, C111 1.393
16 H 6.75476 -0.34859 1.46600  C163 1.090
17 H -10.26930 -2.26236 -2.68038  C80 1.090
18 N 2.81295 1.02445 -2.88179  C20 1.389, C23 1.415, C91 1.426
19 C -3.10744 -2.23822 3.90219  H64 1.090, H116 1.090, C133 1.524, N153 1.481
20 C 3.18749 2.32943 -3.17351  H5 1.080, N6 1.345, N18 1.389
21 H -3.64903 -0.41586 4.98055  C133 1.090
22 C -4.00821 -0.77340 -3.07243  H8 1.090, H47 1.090, C115 1.555, H148 1.090
23 C 1.48820 0.52963 -2.83135  N18 1.415, H38 1.090, H122 1.090, H161 1.090
24 H -2.05963 -2.18933 -4.72006  C46 1.090
25 H 2.31873 -6.87530 -0.93261  C79 1.080
26 H -2.07104 5.13271 -0.21444  C56 1.090
27 H -3.07033 -0.11979 3.35884  C133 1.090
28 H 6.25507 3.37174 -3.68663  C41 1.090
29 C 4.10836 -0.40285 3.61415  H14 1.080, N51 1.400, N160 1.365
30 C 2.43785 -8.91783 1.05746  H45 1.090, N50 1.466, H72 1.090, H88 1.090
31 C 0.90664 -2.30825 -6.27155  N1 1.392, C76 1.364, H146 1.080
32 H -7.01052 -1.61708 -1.29725  C59 1.080
33 H 2.13674 1.60352 1.23292  C110 1.090
34 H -6.97157 -2.40128 1.13394  C90 1.080
35 C 0.85686 -5.67928 0.24854  N70 1.388, C79 1.422, H141 1.080
36 H 1.23719 -4.52427 3.55953  C39 1.090
37 H -4.69123 -2.42146 -1.80203  C115 1.090
38 H 1.32180 -0.33057 -2.18291  C23 1.090
39 C 0.49692 -3.89697 3.06294  H12 1.090, H36 1.090, C65 1.559, H147 1.090
40 O 4.02494 2.40423 1.37481  C110 1.435, C139 1.440
41 C 5.22534 3.62220 -3.43159  N6 1.400, H28 1.090, C67 1.508, H162 1.090
42 C 6.48546 5.10107 3.39575  C13 1.520, N44 1.531, H125 1.090, H136 1.090
43 N 0.29122 -0.38688 -7.35647  C76 1.374, C105 1.373, C129 1.376
44 N 5.48842 4.66566 2.31827  C42 1.531, H106 1.010, H120 1.010, C135 1.596
45 H 2.75730 -9.32907 2.01502  C30 1.090
46 C -1.01300 -2.43843 -4.54513  N1 1.506, H24 1.090, H78 1.090, H94 1.090
47 H -4.35584 -0.28544 -3.98300  C22 1.090
48 H 5.15470 5.35684 -4.67898  C67 1.090
49 H 5.32682 2.05449 -0.06831  C139 1.090
50 N 1.63227 -7.69458 0.99576  C30 1.466, C52 1.391, C79 1.390
51 N 2.82402 -0.70606 3.14589  C29 1.400, C119 1.488, C158 1.365
52 C 0.87072 -7.13861 2.01828  N50 1.391, N70 1.381, H126 1.080
53 H 1.88076 -0.84254 4.95983  C119 1.090
54 C -5.54599 -2.92944 3.98432  H81 1.080, N145 1.382, N153 1.404
55 H 6.76430 6.12371 5.07776  C13 1.090
56 C -1.15114 4.67793 0.15304  H26 1.090, C82 1.556, H87 1.090, H93 1.090
57 N -6.10094 -1.98066 -3.24069  C59 1.412, C98 1.354, C115 1.411
58 H 3.58006 4.95035 -4.02744  C67 1.090
59 C -7.15541 -1.63724 -2.36731  H32 1.080, N57 1.412, N86 1.401
60 C 0.15592 0.12603 -9.68198  C105 1.520, H117 1.090, H123 1.090, H150 1.090
61 C -3.03275 3.64163 3.93147  H68 1.080, N85 1.387, C111 1.384
62 H 6.82327 3.90933 0.69745  C135 1.090
63 F -1.32548 -0.81381 -1.33279  P164 1.611
64 H -2.35328 -2.56609 3.18677  C19 1.090
65 C -0.40807 -4.94751 2.34953  H7 1.090, C39 1.559, N70 1.514, H109 1.090
66 H -1.38325 0.02960 -6.07979  C129 1.080
67 C 4.50823 4.52263 -4.40645  C41 1.508, H48 1.090, H58 1.090, H159 1.090
68 H -3.23115 4.00256 4.92985  C61 1.080
69 C -7.94190 -1.91811 -4.42673  N86 1.379, C98 1.421, H112 1.080
70 N 0.40329 -5.93267 1.53546  C35 1.388, C52 1.381, C65 1.514
71 O 5.16687 7.00470 4.05988  C13 1.428, C134 1.419
72 H 3.35218 -8.77013 0.48274  C30 1.090
73 F 0.04552 -2.52338 -0.38740  P164 1.644
74 C 4.26903 -0.85003 1.42191  H113 1.080, C158 1.380, N160 1.356
75 H 6.86757 -1.07036 3.09774  C163 1.090
76 C 1.21221 -1.40004 -7.24272  C31 1.364, N43 1.374, H84 1.080
77 H -5.79472 -2.30705 -5.27212  C98 1.080
78 H -0.69724 -2.24546 -3.51987  C46 1.090
79 C 1.72588 -6.76817 -0.03625  H25 1.080, C35 1.422, N50 1.390
80 C -9.69625 -1.33735 -2.74418  H17 1.090, N86 1.452, H101 1.090, H118 1.090
81 H -5.51739 -3.05066 5.05711  C54 1.080
82 C -1.37021 3.23895 0.70230  N15 1.428, C56 1.556, H132 1.090, H137 1.090
83 H -0.70108 1.17911 -8.13118  C105 1.090
84 H 2.05760 -1.30583 -7.90818  C76 1.080
85 N -4.00281 2.95602 3.21629  C3 1.474, C61 1.387, C107 1.368
86 N -8.32791 -1.62823 -3.13491  C59 1.401, C69 1.379, C80 1.452
87 H -0.64864 5.42873 0.76287  C56 1.090
88 H 1.89161 -9.62935 0.43822  C30 1.090
89 C 5.06958 1.16972 -2.93208  N6 1.398, C91 1.397, H138 1.080
90 C -6.23090 -2.43566 1.91919  H34 1.080, C130 1.420, N145 1.379
91 C 4.01665 0.28033 -2.70376  N18 1.426, C89 1.397, H155 1.080
92 H -5.76621 1.85159 3.62467  C3 1.090
93 H -0.44344 4.69355 -0.67584  C56 1.090
94 H -0.93587 -3.52410 -4.60418  C46 1.090
95 H 2.00925 -1.25278 1.37529  C158 1.080
96 H 1.12863 1.27067 -8.13129  C105 1.090
97 H 6.48299 2.69798 2.04904  C135 1.090
98 C -6.53219 -2.06524 -4.52107  N57 1.354, C69 1.421, H77 1.080
99 H 1.67448 1.54640 3.86886  C102 1.090
100 H 0.89133 -1.36223 3.74515  C119 1.090
101 H -9.64309 -0.77386 -1.81265  C80 1.090
102 C 0.91043 0.77447 3.77687  H99 1.090, H114 1.090, C119 1.494, H151 1.090
103 F -0.59120 -1.76158 1.64747  P164 1.605
104 H -8.26329 -3.73625 4.42397  C108 1.090
105 C 0.24261 0.64840 -8.25727  N43 1.373, C60 1.520, H83 1.090, H96 1.090
106 H 4.58543 4.48003 2.73089  N44 1.010
107 C -3.46467 2.55050 2.02579  H10 1.080, N15 1.425, N85 1.368
108 C -7.93794 -3.62334 3.38981  H104 1.090, H127 1.090, N145 1.485, H154 1.090
109 H -0.93716 -5.57454 3.06715  C65 1.090
110 C 2.72538 2.39291 0.76549  H33 1.090, O40 1.435, H124 1.090, H149 1.090
111 C -1.92441 3.74355 3.10835  N15 1.393, C61 1.384, H144 1.080
112 H -8.72433 -2.07412 -5.15465  C69 1.080
113 H 4.77097 -1.04744 0.48624  C74 1.080
114 H 0.14958 0.92071 4.54356  C102 1.090
115 C -4.75329 -2.11959 -2.84755  C22 1.555, H37 1.090, N57 1.411, H165 1.090
116 H -2.99206 -2.76593 4.84893  C19 1.090
117 H 0.95112 -0.59731 -9.86234  C60 1.090
118 H -10.21615 -0.60346 -3.35998  C80 1.090
119 C 1.58400 -0.54684 3.95355  N51 1.488, H53 1.090, H100 1.090, C102 1.494
120 H 5.27099 5.39430 1.65352  N44 1.010
121 H 4.74061 7.79012 5.95431  C134 1.090
122 H 0.85928 1.35418 -2.49571  C23 1.090
123 H 0.28669 0.96426 -10.36637  C60 1.090
124 H 2.09622 3.28111 0.82310  C110 1.090
125 H 7.36470 5.53865 2.92292  C42 1.090
126 H 0.57940 -7.49591 2.99494  C52 1.080
127 H -8.75608 -3.25424 2.77133  C108 1.090
128 H 6.19378 8.45450 5.10418  C134 1.090
129 C -0.51580 -0.58783 -6.26065  N1 1.398, N43 1.376, H66 1.080
130 C -4.85056 -2.10348 1.95175  C90 1.420, H143 1.080, N153 1.429
131 H 4.65490 3.68295 -0.19907  C139 1.090
132 H -0.38904 2.79250 0.86375  C82 1.090
133 C -2.93624 -0.75968 4.23100  H4 1.090, C19 1.524, H21 1.090, H27 1.090
134 C 5.17922 8.07079 4.99674  H9 1.090, O71 1.419, H121 1.090, H128 1.090
135 C 6.11156 3.50463 1.41702  N44 1.596, H62 1.090, H97 1.090, C139 1.523
136 H 6.98877 4.21431 3.78104  C42 1.090
137 H -1.88660 2.58704 -0.00231  C82 1.090
138 H 6.13575 0.99837 -2.95018  C89 1.080
139 C 5.03621 2.93829 0.49963  O40 1.440, H49 1.090, H131 1.090, C135 1.523
140 H 6.62391 0.65781 2.83925  C163 1.090
141 H 0.71806 -4.71521 -0.21809  C35 1.080
142 F -1.93684 -0.14893 0.65532  P164 1.621
143 H -4.34291 -1.50636 1.20869  C130 1.080
144 H -1.01976 4.29659 3.31366  C111 1.080
145 N -6.60031 -3.04719 3.09826  C54 1.382, C90 1.379, C108 1.485
146 H 1.39709 -3.18484 -5.87477  C31 1.080
147 H 1.02777 -3.23290 2.38082  C39 1.090
148 H -2.93767 -0.74967 -2.86874  C22 1.090
149 H 2.78182 2.12852 -0.29045  C110 1.090
150 H -0.82291 -0.29840 -9.90523  C60 1.090
151 H 0.35196 0.82168 2.84199  C102 1.090
152 H -6.01719 3.58401 3.22397  C3 1.090
153 N -4.43624 -2.43738 3.27824  C19 1.481, C54 1.404, C130 1.429
154 H -7.86934 -4.65101 3.03302  C108 1.090
155 H 4.01281 -0.79857 -2.65503  C91 1.080
156 H -5.37764 3.19299 4.77568  C3 1.090
157 F -2.15187 -2.45970 0.27071  P164 1.607
158 C 2.94578 -0.92841 1.80438  N51 1.365, C74 1.380, H95 1.080
159 H 4.28053 4.07649 -5.37455  C67 1.090
160 N 4.94828 -0.50441 2.54322  C29 1.365, C74 1.356, C163 1.417
161 H 1.23168 0.22131 -3.84488  C23 1.090
162 H 5.32099 4.09596 -2.45460  C41 1.090
163 C 6.35324 -0.33479 2.47926  H16 1.090, H75 1.090, H140 1.090, N160 1.417
164 P -0.98742 -1.35963 0.14462  F2 1.638, F63 1.611, F73 1.644, F103 1.605, F142 1.621, F157 1.607
165 H -4.28428 -2.94188 -3.38789  C115 1.090

Properties
Net charge: +7
HOMO energy in eV: -21.151

---

# C6H13N

An isolated molecule of C6H13N (ωB97M-V/def2-TZVPD, OMol25).

Each atom is followed by the atoms it is bonded to, with distances in Å.
Geometry (Å):
1 H -1.62519 0.16724 2.83656  C4 1.097
2 C -0.28821 -0.62770 -0.25731  C7 1.548, C11 1.504, H13 1.099, H17 1.099
3 H 3.01518 -0.52596 -1.24561  C16 1.085
4 C -1.14204 -0.52393 2.13475  H1 1.097, C7 1.530, H9 1.097, H14 1.091
5 H 1.71910 0.88972 -2.65064  C6 1.088
6 C 0.76363 0.55907 -2.24885  H5 1.088, H8 1.091, H10 1.087, C11 1.501
7 C -0.45157 0.24850 1.00879  C2 1.548, C4 1.530, H15 1.093, N19 1.459
8 H 0.20704 0.07678 -3.05402  C6 1.091
9 H -0.42437 -1.08004 2.75101  C4 1.097
10 H 0.25590 1.46722 -1.93516  C6 1.087
11 C 0.95372 -0.32182 -1.04791  C2 1.504, C6 1.501, C16 1.323
12 H 2.26164 -1.43243 0.19648  C16 1.088
13 H -1.20129 -0.49745 -0.85575  C2 1.099
14 H -1.89356 -1.21086 1.74182  C4 1.091
15 H 0.56777 0.50437 1.30984  C7 1.093
16 C 2.13244 -0.79334 -0.67504  H3 1.085, C11 1.323, H12 1.088
17 H -0.32394 -1.68671 0.03543  C2 1.099
18 H -1.57209 1.96357 1.41155  N19 1.009
19 N -1.13643 1.48287 0.63870  C7 1.459, H18 1.009, H20 1.011
20 H -1.81773 1.34090 -0.09464  N19 1.011

Properties
Energy relative to the best compared isomer or geometry (same formula, charge and spin) in kcal per mole: 11.67
Net charge: 0
HOMO energy in eV: -9.050

---

# C5H11NO

A cluster of 2 separate species, C5H11NO in total (ωB97M-V/def2-TZVPD, OMol25).

Each atom is followed by the atoms it is bonded to, with distances in Å.
Geometry (Å):
1 H -1.96454 1.49622 -1.77889  C2 1.095
2 C -1.57643 1.13348 -0.82100  H1 1.095, C5 1.506, H7 1.095, H9 1.095
3 H -0.11725 -0.25525 -1.72700  C5 1.091
4 H 1.41933 -2.92636 0.51402  C17 1.085
5 C -0.19932 0.55008 -0.99500  C2 1.506, H3 1.091, C8 1.488, N10 1.454
6 H -0.35616 -1.18777 2.51936  O16 0.965
7 H -1.55493 1.97142 -0.11699  C2 1.095
8 C 1.04394 1.34000 -0.78648  C5 1.488, N10 1.453, H13 1.088, H18 1.089
9 H -2.26546 0.37811 -0.42891  C2 1.095
10 N 0.61180 0.36214 0.19734  C5 1.454, C8 1.453, C14 1.409
11 H -0.66560 0.13541 1.87991  O16 0.970
12 H 2.40380 -0.67282 0.57843  C14 1.089
13 H 0.98110 2.37932 -0.46976  C8 1.088
14 C 1.34932 -0.82854 0.35505  N10 1.409, H12 1.089, C17 1.333
15 H -0.25043 -2.19074 0.14282  C17 1.087
16 O -1.06244 -0.53232 2.46037  H6 0.965, H11 0.970
17 C 0.81167 -2.04763 0.32733  H4 1.085, C14 1.333, H15 1.087
18 H 1.91307 1.09191 -1.39467  C8 1.089

Properties
Energy relative to the best compared isomer or geometry (same formula, charge and spin) in kcal per mole: 53.23
Net charge: 0
HOMO energy in eV: -8.954

---

# C5H6N3O5S

The ion C5H6N3O5S with charge -1 (ωB97M-V/def2-TZVPD, OMol25).

Each atom is followed by the atoms it is bonded to, with distances in Å.
Geometry (Å):
1 O 2.16899 2.80352 -0.30457  S18 1.398
2 N 3.60221 0.45105 0.32619  C3 1.522, N13 1.375, S18 2.023
3 C 3.63289 0.11821 -1.15828  N2 1.522, O7 1.229, O8 1.296
4 H 0.57058 0.38482 -1.80201  C12 1.086
5 O 2.01048 2.11937 1.98630  S18 1.414
6 H 1.32327 -0.78556 1.59418  C14 1.065
7 O 3.91674 1.00003 -1.96539  C3 1.229
8 O 3.40152 -1.14640 -1.31879  C3 1.296, C20 1.545
9 N 0.63913 0.93471 0.39723  C12 1.493, C14 1.508, S18 1.682
10 H -0.81929 0.97103 -1.02030  C12 1.073
11 O 3.22510 -2.88739 0.16204  C20 1.193
12 C 0.04888 0.36346 -0.84930  H4 1.086, N9 1.493, H10 1.073, C19 1.514
13 N 3.25981 -0.73694 0.92678  N2 1.375, C20 1.255
14 C 0.45891 -0.37108 1.12996  H6 1.065, N9 1.508, H16 1.134, C19 1.579
15 H 0.83667 -1.55409 -0.61263  C19 1.035
16 H -0.32255 -0.04084 1.88215  C14 1.134
17 H -0.80740 -1.57614 -0.35630  C19 1.009
18 S 2.08826 1.75927 0.62138  O1 1.398, N2 2.023, O5 1.414, N9 1.682
19 C 0.02865 -1.02356 -0.24225  C12 1.514, C14 1.579, H15 1.035, H17 1.009
20 C 3.23709 -1.69541 0.11643  O8 1.545, O11 1.193, N13 1.255

Properties
Energy relative to the best compared isomer or geometry (same formula, charge and spin) in kcal per mole: 14.01
Net charge: -1
HOMO energy in eV: -4.514

---

# C4H4N2O2

An isolated molecule of C4H4N2O2 (ωB97M-V/def2-TZVPD, OMol25).

Each atom is followed by the atoms it is bonded to, with distances in Å.
Geometry (Å):
1 H -0.86925 1.33808 1.28258  C7 1.204
2 C 0.65795 -0.72013 -0.17219  C5 1.408, C9 1.536, O12 1.275
3 N 2.57415 0.10356 -0.12758  N10 1.363, O12 1.383
4 H -0.98063 -1.46040 1.07351  C9 1.182
5 C 0.54930 0.68358 -0.13986  C2 1.408, C7 1.485, N10 1.312
6 O -1.53985 -0.02613 -0.36039  C7 1.456, C9 1.463
7 C -0.83571 1.16587 0.09137  H1 1.204, C5 1.485, O6 1.456, H11 1.199
8 H -1.07887 -1.99580 -0.76730  C9 1.066
9 C -0.78210 -1.24419 -0.07167  C2 1.536, H4 1.182, O6 1.463, H8 1.066
10 N 1.75661 1.18894 -0.23323  N3 1.363, C5 1.312
11 H -1.32187 2.04833 -0.55897  C7 1.199
12 O 1.87025 -1.08171 -0.01627  C2 1.275, N3 1.383

Properties
Energy relative to the best compared isomer or geometry (same formula, charge and spin) in kcal per mole: 116.78
Net charge: 0
HOMO energy in eV: -9.566